# 1
Computed, not measured: C15H16BrClN2OZr as an isolated structure, with ωB97M-V/def2-TZVPD.

The net charge is +2. The lowest unoccupied orbital energy comes out at -7.0938 eV. The relative energy (zero: lowest compared OMol25 entry of this formula, charge and spin) comes out at 12.0 kJ/mol. Its orbital gap is 7.901 eV. Its HOMO energy is -0.55104 Eh.

The geometry in XYZ format:
```
37
Properties=species:S:1:pos:R:3:nbo_charge:R:1
Zr -0.403 7.649 13.209 2.089
N 0.353 10.386 16.300 -0.702
C -0.225 9.475 15.542 0.738
O 0.484 9.001 14.564 -0.772
C -1.514 8.819 15.884 -0.531
C -2.012 7.818 14.877 -0.931
H 1.134 10.872 15.978 0.431
H -0.164 10.835 17.048 0.429
H -2.123 9.469 16.435 0.268
H -1.165 8.276 16.809 0.283
H -3.075 7.912 14.614 0.262
H -1.769 6.743 15.237 0.206
Br 2.335 6.744 12.437 0.272
C 1.281 5.164 12.624 0.166
C 1.710 3.943 12.205 -0.243
C 0.933 2.841 12.602 -0.059
C -0.246 3.071 13.306 -0.224
C -0.686 4.361 13.532 0.093
N 0.102 5.411 13.213 -0.644
H 2.690 3.766 11.783 0.276
H 1.330 1.831 12.525 0.267
H -0.849 2.230 13.540 0.262
H -1.582 4.549 14.050 0.233
Cl -1.799 6.739 10.817 0.085
C -2.520 8.152 11.703 -0.047
C -3.824 8.051 12.185 -0.216
C -4.338 9.139 12.904 -0.159
C -3.562 10.314 13.047 -0.158
C -2.267 10.282 12.545 -0.171
C -1.696 9.238 11.827 -0.193
C -0.283 9.090 11.434 -0.838
H -4.382 7.190 11.850 0.266
H -5.305 9.142 13.383 0.254
H -3.885 11.149 13.665 0.253
H -1.707 11.224 12.700 0.245
H 0.356 9.939 11.550 0.261
H -0.048 8.486 10.617 0.252
```

***

# 2
Computed, not measured: one molecule with the formula C15H16BrN3O2S2, with ωB97M-V/def2-TZVPD.

The SMILES is CCCS(=O)(=O)NCc1cnc2scc(-c3ccc(Br)cc3)n12. The net charge is 0. The lowest unoccupied orbital energy comes out at 0.4315 eV. Its orbital gap is 8.961 eV. Its HOMO energy is -0.31347 Eh.

The geometry in XYZ format:
```
39
Properties=species:S:1:pos:R:3:nbo_charge:R:1
C -1.013 -3.482 -2.458 -0.606
C -0.394 -3.547 -1.021 -0.376
C -0.848 -2.445 0.070 -0.609
S -0.121 -0.770 -0.254 2.089
O 1.385 -0.777 -0.041 -0.913
O -0.429 -0.401 -1.745 -0.919
N -1.004 0.306 0.780 -0.786
C -0.471 0.325 2.082 -0.279
C -0.832 1.654 2.670 0.037
C -1.878 2.048 3.453 -0.033
N -2.045 3.448 3.532 -0.474
C -1.031 3.930 2.759 0.180
S -0.505 5.511 2.240 0.373
C 0.802 4.656 1.302 -0.343
C 0.788 3.323 1.382 0.108
C 1.914 2.502 0.862 -0.085
C 2.871 2.025 1.735 -0.183
C 4.021 1.461 1.208 -0.228
C 4.294 1.413 -0.138 -0.072
Br 5.812 0.443 -0.713 0.080
C 3.351 1.966 -1.066 -0.204
C 2.176 2.504 -0.555 -0.171
N -0.331 2.892 2.175 -0.364
H -2.075 -3.599 -2.434 0.201
H -0.623 -4.409 -2.980 0.204
H -0.790 -2.656 -3.114 0.235
H -0.742 -4.445 -0.666 0.208
H 0.664 -3.511 -1.095 0.221
H -1.929 -2.319 0.149 0.244
H -0.475 -2.821 1.015 0.237
H -0.955 1.241 0.418 0.409
H -0.816 -0.495 2.783 0.217
H 0.582 0.207 1.992 0.225
H -2.466 1.369 4.074 0.212
H 1.436 5.296 0.635 0.255
H 2.740 1.990 2.861 0.230
H 4.668 0.912 1.910 0.228
H 3.552 1.977 -2.065 0.225
H 1.357 2.919 -1.107 0.227
```

***

# 3
Computed, not measured: a 6-piece molecular cluster, C15H16F5O16 overall, with ωB97M-V/def2-TZVPD.

The net charge is -1. The lowest unoccupied orbital energy comes out at 2.2667 eV. The relative energy (zero: lowest compared OMol25 entry of this formula, charge and spin) comes out at 165.0 kJ/mol. Its orbital gap is 7.996 eV. Its HOMO energy is -0.21054 Eh.

The geometry in XYZ format:
```
52
Properties=species:S:1:pos:R:3:nbo_charge:R:1
O -1.071 -0.108 0.393 -1.330
H -1.378 -0.775 0.810 0.381
C -0.070 3.196 0.391 -0.104
C -1.536 3.271 -0.082 0.436
O -1.399 3.463 -1.467 -0.500
C -0.106 3.087 -1.839 0.971
O 0.222 2.935 -3.038 -0.567
O 0.654 2.821 -0.758 -0.470
F -2.195 4.400 0.353 -0.353
H -0.092 2.455 1.123 0.212
H 0.213 4.027 0.741 0.174
H -1.999 2.431 0.329 0.196
C 0.705 -3.148 0.807 -0.146
C -0.647 -3.556 0.143 0.401
O -1.192 -4.551 0.924 -0.455
C -0.362 -4.721 1.940 0.957
O -0.396 -5.655 2.693 -0.578
O 0.798 -4.019 1.871 -0.470
F -0.461 -4.150 -1.162 -0.370
H 0.777 -2.002 1.088 0.222
H 1.370 -3.267 -0.112 0.212
H -1.134 -2.590 0.074 0.204
C 1.881 -0.246 -1.555 -0.107
C 2.355 0.168 -0.080 0.430
O 3.224 1.171 -0.387 -0.477
C 3.358 1.424 -1.657 0.984
O 3.952 2.306 -2.248 -0.571
O 2.530 0.531 -2.414 -0.483
F 2.949 -0.866 0.570 -0.366
H 0.940 -0.079 -1.549 0.200
H 1.905 -1.352 -1.734 0.177
H 1.711 0.342 0.791 0.206
C -3.524 1.302 -3.110 -0.118
C -2.674 -0.025 -2.820 0.421
O -1.916 -0.142 -4.008 -0.496
C -2.152 0.921 -4.846 0.980
O -1.602 1.191 -5.867 -0.568
O -3.103 1.734 -4.349 -0.483
F -3.395 -1.093 -2.610 -0.337
H -3.250 2.037 -2.294 0.198
H -4.494 1.151 -3.158 0.181
H -2.183 -0.182 -1.946 0.215
C 0.512 0.136 3.543 -0.148
C 0.718 -0.971 4.543 0.442
O 2.153 -1.066 4.746 -0.493
C 2.755 -0.228 3.869 0.971
O 3.964 0.070 3.742 -0.599
O 1.861 0.398 3.178 -0.479
F 0.313 -2.213 4.204 -0.316
H -0.059 0.956 3.909 0.205
H 0.108 -0.279 2.669 0.254
H 0.454 -0.660 5.637 0.156
```

***

# 4
Computed, not measured: C15H16N3O3PdS as an isolated structure, with ωB97M-V/def2-TZVPD.

The net charge is +1. The lowest unoccupied orbital energy comes out at -4.0805 eV. Its orbital gap is 6.678 eV. Its HOMO energy is -0.39537 Eh.

The geometry in XYZ format:
```
39
Properties=species:S:1:pos:R:3:nbo_charge:R:1
Pd 0.089 -0.423 0.740 0.960
O -0.688 2.780 -2.333 -0.662
C -0.727 1.927 -3.375 0.366
C -0.968 2.479 -4.633 -0.279
C -1.025 1.672 -5.746 -0.134
C -0.841 0.290 -5.640 -0.258
C -0.598 -0.261 -4.406 -0.133
C -0.537 0.538 -3.251 -0.205
C -0.283 -0.090 -1.958 0.602
O -0.318 0.666 -0.888 -0.737
N 0.009 -1.379 -1.916 -0.397
N 0.219 -1.763 -0.641 -0.170
C 0.781 -2.869 -0.302 0.039
C 0.967 -3.064 1.142 0.162
C 1.571 -4.190 1.669 -0.207
C 1.687 -4.289 3.051 -0.118
C 1.220 -3.259 3.849 -0.238
C 0.679 -2.134 3.245 0.082
N 0.562 -2.031 1.927 -0.450
H -0.530 2.252 -1.529 0.504
H -1.106 3.549 -4.702 0.235
H -1.214 2.117 -6.714 0.225
H -0.889 -0.337 -6.519 0.226
H -0.449 -1.326 -4.299 0.234
H 1.156 -3.579 -1.027 0.235
H 1.929 -4.973 1.017 0.246
H 2.141 -5.164 3.495 0.244
H 1.284 -3.306 4.926 0.246
H 0.343 -1.284 3.824 0.215
C -1.062 3.418 2.069 -0.815
S -0.850 1.844 2.886 1.257
C 0.012 2.399 4.345 -0.811
O 0.251 1.149 2.081 -0.993
H -1.728 4.039 2.667 0.254
H -1.520 3.219 1.102 0.262
H -0.088 3.887 1.943 0.252
H -0.664 3.029 4.922 0.255
H 0.905 2.947 4.051 0.253
H 0.277 1.521 4.929 0.250
```

***

# 5
Computed, not measured: a 2-piece molecular cluster, C15H16N3O5PS overall, with ωB97M-V/def2-TZVPD.

The SMILES is O=NOc1ccc2c(c1)Nc1cc(P(O)O)ccc1S2.CN(C)C=O. The net charge is 0. The lowest unoccupied orbital energy comes out at -0.7230 eV. Its orbital gap is 7.333 eV. Its HOMO energy is -0.29605 Eh.

The geometry in XYZ format:
```
41
Properties=species:S:1:pos:R:3:nbo_charge:R:1
O 2.566 -3.747 -1.599 -0.239
N 3.174 -3.070 -2.360 0.396
O 3.943 -2.129 -1.676 -0.425
C 3.168 -0.901 -1.841 0.233
C 3.507 0.124 -2.964 -0.256
C 2.572 1.379 -3.063 -0.201
C 1.384 1.570 -2.082 -0.189
C 1.030 0.552 -0.930 0.184
C 1.976 -0.702 -0.838 -0.295
N -0.119 0.763 -0.039 -0.624
C -1.363 1.069 -0.760 0.174
C -2.726 0.334 -0.477 -0.253
C -4.052 0.690 -1.250 -0.412
P -5.685 -0.233 -0.849 1.318
O -5.172 -1.836 -0.399 -0.956
O -6.393 -0.482 -2.421 -0.959
C -4.052 1.806 -2.347 -0.223
C -2.720 2.554 -2.627 -0.210
C -1.424 2.191 -1.868 -0.184
S 0.217 3.025 -2.198 0.266
H 4.365 -0.024 -3.717 0.254
H 2.712 2.171 -3.868 0.245
H 1.803 -1.494 -0.034 0.238
H -0.260 -0.024 0.613 0.426
H -2.819 -0.502 0.293 0.244
H -4.376 -1.983 -0.979 0.474
H -5.689 -0.973 -2.918 0.474
H -4.958 2.111 -2.963 0.248
H -2.673 3.360 -3.430 0.240
C 3.220 -0.402 3.985 -0.399
N 1.774 -0.490 4.001 -0.424
C 1.075 -0.346 5.264 -0.419
C 1.051 -0.704 2.868 0.532
O -0.164 -0.789 2.810 -0.643
H 3.632 -1.185 4.626 0.198
H 3.521 0.578 4.364 0.199
H 3.608 -0.528 2.973 0.216
H 0.497 -1.253 5.459 0.217
H 0.388 0.500 5.198 0.218
H 1.784 -0.181 6.076 0.207
H 1.679 -0.799 1.968 0.106
```

***

# 6
Computed, not measured: one molecule with the formula C15H16N4O2, with ωB97M-V/def2-TZVPD.

The SMILES is CC[C@H](C(=O)NNC(=O)c1cnccn1)c1ccccc1. The net charge is 0. The lowest unoccupied orbital energy comes out at -0.1631 eV. The relative energy (zero: lowest compared OMol25 entry of this formula, charge and spin) comes out at 90.8 kJ/mol. Its orbital gap is 8.823 eV. Its HOMO energy is -0.33023 Eh.

The geometry in XYZ format:
```
37
Properties=species:S:1:pos:R:3:nbo_charge:R:1
C 1.044 4.538 0.440 -0.607
C 2.096 3.480 0.136 -0.383
C 1.487 2.272 -0.588 -0.353
C 0.618 1.462 0.362 0.677
O 0.752 1.400 1.566 -0.633
N -0.349 0.759 -0.278 -0.446
N -1.166 -0.119 0.419 -0.427
C -2.015 -0.933 -0.234 0.616
O -2.130 -0.931 -1.449 -0.628
C -2.796 -1.814 0.678 0.053
C -3.742 -2.706 0.174 0.036
N -4.442 -3.494 0.971 -0.370
C -4.208 -3.403 2.271 0.006
C -3.265 -2.515 2.780 -0.001
N -2.563 -1.725 1.988 -0.383
C 2.557 1.345 -1.117 0.082
C 2.720 1.159 -2.483 -0.236
C 3.709 0.318 -2.965 -0.205
C 4.541 -0.351 -2.084 -0.216
C 4.380 -0.175 -0.720 -0.197
C 3.394 0.667 -0.239 -0.248
H 1.498 5.387 0.945 0.214
H 0.576 4.895 -0.476 0.197
H 0.273 4.127 1.088 0.213
H 2.883 3.906 -0.491 0.208
H 2.546 3.140 1.068 0.223
H 0.872 2.625 -1.422 0.218
H -0.458 0.681 -1.282 0.429
H -1.033 -0.137 1.424 0.452
H -3.928 -2.775 -0.889 0.224
H -4.787 -4.053 2.911 0.204
H -3.065 -2.431 3.839 0.205
H 2.074 1.679 -3.178 0.206
H 3.827 0.184 -4.030 0.214
H 5.311 -1.007 -2.460 0.214
H 5.024 -0.697 -0.028 0.214
H 3.264 0.795 0.825 0.228
```